No. 1
Entry from OMol25: C54H47FN6O4S4W as an isolated structure at a distorted geometry (the ωB97M-V functional and the def2-TZVPD basis).

```
117
C54H47FN6O4S4W (the ωB97M-V functional and the def2-TZVPD basis)
W 0.057 -0.385 0.091
N -0.754 0.642 1.590
S -0.829 0.460 3.163
N 0.003 -1.854 1.582
S -0.062 -3.365 1.669
N -0.642 -4.148 0.383
S -0.980 -3.242 -0.907
N -0.084 -2.043 -1.053
C -0.935 -4.330 -2.320
C -0.546 -3.790 -3.536
C -0.527 -4.609 -4.653
C -0.920 -5.937 -4.543
C -1.319 -6.459 -3.321
C -1.322 -5.654 -2.194
C -2.698 -2.687 -0.737
C -2.967 -1.777 0.281
C -4.192 -1.128 0.305
C -5.141 -1.388 -0.673
C -4.875 -2.322 -1.663
C -3.650 -2.969 -1.700
C 1.575 -4.036 2.010
C 1.950 -4.519 3.253
C 3.261 -4.932 3.441
C 4.176 -4.844 2.404
C 3.790 -4.345 1.168
C 2.482 -3.937 0.969
C -1.084 -3.995 3.006
C -1.467 -3.182 4.056
C -2.169 -3.739 5.112
C -2.480 -5.090 5.100
C -2.118 -5.889 4.026
C -1.411 -5.341 2.969
C -1.646 1.918 3.884
C -1.316 2.294 5.178
C -2.057 3.279 5.808
C -3.132 3.863 5.158
C -3.463 3.470 3.869
C -2.726 2.484 3.231
C 0.871 0.719 3.726
C 1.603 -0.422 4.027
C 2.931 -0.293 4.393
C 3.524 0.960 4.429
C 2.786 2.092 4.113
C 1.448 1.980 3.772
H -0.272 -2.745 -3.575
H -0.204 -4.212 -5.602
H -0.915 -6.569 -5.419
H -1.625 -7.491 -3.250
H -1.608 -6.024 -1.223
H -2.224 -1.585 1.061
H -4.396 -0.402 1.077
H -6.082 -0.857 -0.670
H -5.610 -2.522 -2.424
H -3.435 -3.683 -2.479
H 1.236 -4.585 4.060
H 3.563 -5.326 4.401
H 5.196 -5.166 2.557
H 4.501 -4.279 0.359
H 2.135 -3.548 0.023
H -1.213 -2.133 4.033
H -2.463 -3.118 5.942
H -3.008 -5.522 5.934
H -2.375 -6.936 4.016
H -1.107 -5.922 2.113
H -0.492 1.823 5.688
H -1.802 3.574 6.814
H -3.715 4.619 5.661
H -4.316 3.914 3.377
H -2.976 2.142 2.239
H 1.130 -1.392 3.974
H 3.494 -1.174 4.658
H 4.562 1.054 4.702
H 3.247 3.066 4.128
H 0.865 2.857 3.537
O -1.688 -0.031 -1.444
C -0.713 0.374 -2.215
O 0.349 0.746 -1.511
C -0.682 0.315 -3.635
C 0.506 0.712 -4.302
C 0.626 0.643 -5.673
C -0.467 0.176 -6.382
O -0.616 0.007 -7.721
C -1.910 -0.511 -7.919
O -2.546 -0.648 -6.665
C -1.652 -0.226 -5.731
C -1.790 -0.178 -4.371
H 1.330 1.069 -3.702
H 1.529 0.935 -6.181
H -1.844 -1.496 -8.407
H -2.492 0.168 -8.562
H -2.685 -0.499 -3.866
F 6.371 -0.077 -0.504
C 5.046 -0.147 -0.313
C 4.461 0.585 0.704
C 3.087 0.509 0.881
C 2.251 -0.307 0.096
C 2.912 -1.020 -0.931
C 4.280 -0.953 -1.140
H 5.071 1.214 1.334
H 2.650 1.122 1.664
H 2.332 -1.655 -1.603
H 4.755 -1.506 -1.938
C -2.662 2.680 -0.502
N -2.185 3.790 0.272
C -2.990 5.001 0.365
C -2.059 6.004 1.063
N -0.815 5.258 1.143
C -0.933 4.004 0.687
S 0.367 2.924 0.730
H -2.577 2.888 -1.572
H -3.710 2.493 -0.266
H -2.076 1.783 -0.272
H -3.893 4.790 0.944
H -3.286 5.332 -0.636
H -2.404 6.256 2.069
H -1.935 6.928 0.492
H 0.047 5.639 1.497
```

Summary:
**HOMO-LUMO gap**: 5.09 eV
**Energy above the lowest of the compared OMol25 structures with the same formula, charge and spin**: 291.2 kJ/mol
**Net charge**: +2

No. 2
Entry from OMol25: the molecule C4H7NO at a distorted geometry (the ωB97M-V functional and the def2-TZVPD basis).

```
13
C4H7NO (the ωB97M-V functional and the def2-TZVPD basis)
C 1.971 -0.172 -0.440
C 0.925 0.094 0.638
C -0.546 -0.011 0.198
C -1.756 0.490 -0.617
N -2.503 -0.550 0.062
O -1.470 -0.699 0.982
H 1.937 0.543 -1.291
H 1.957 -1.094 -1.014
H 2.960 -0.074 0.164
H 1.028 1.196 0.792
H 0.930 -0.563 1.449
H -2.147 1.024 -1.468
H -3.286 -0.184 0.545
```

Summary:
**HOMO-LUMO gap**: 8.88 eV
**Structure (SMILES)**: CCc1c[nH]o1
**Energy above the lowest of the compared OMol25 structures with the same formula, charge and spin**: 535.1 kJ/mol
**Net charge**: 0

No. 3
Entry from OMol25: the molecule C4H6OS at a distorted geometry (the ωB97M-V functional and the def2-TZVPD basis).

```
12
C4H6OS (the ωB97M-V functional and the def2-TZVPD basis)
C 0.511 0.259 -0.218
C 1.682 0.258 0.026
C -3.017 -0.651 0.258
C 3.104 0.220 0.198
O -1.671 0.947 -1.601
S -1.316 0.689 -0.194
H -2.913 -0.854 1.308
H -3.137 -1.405 -0.368
H -3.669 0.215 0.149
H 3.575 -0.509 -0.598
H 3.398 -0.368 1.124
H 3.453 1.199 -0.084
```

Summary:
**HOMO-LUMO gap (alpha / beta)**: 8.35 / 8.35 eV
**Energy above the lowest of the compared OMol25 structures with the same formula, charge and spin**: 523.2 kJ/mol
**Net charge**: 0

No. 4
Entry from OMol25: a 2-piece molecular cluster, C5H12N4O2S overall at a distorted geometry (the ωB97M-V functional and the def2-TZVPD basis).

```
24
C5H12N4O2S (the ωB97M-V functional and the def2-TZVPD basis)
C 0.229 1.126 0.500
C -0.010 -2.184 2.181
C 0.881 -0.839 -0.781
C -1.930 -1.996 3.785
C -0.413 0.492 1.498
N 1.062 0.638 -0.595
N -0.889 -2.252 2.920
N -0.992 1.085 2.649
N 2.393 2.001 -2.304
O 0.298 0.642 -3.123
O 0.121 2.788 -1.903
S 0.777 1.527 -2.068
H 0.430 2.166 0.690
H -0.157 -0.992 -1.072
H 0.872 -1.427 0.140
H 1.727 -1.178 -1.385
H -1.706 -1.277 4.521
H -2.182 -2.832 4.407
H -2.773 -1.694 3.147
H -0.588 -0.544 1.483
H -1.273 2.079 2.520
H -1.808 0.563 2.964
H 2.692 2.811 -1.671
H 2.511 2.217 -3.305
```

Summary:
**HOMO-LUMO gap**: 8.53 eV
**Energy above the lowest of the compared OMol25 structures with the same formula, charge and spin**: 113.2 kJ/mol
**Net charge**: 0

No. 5
Entry from OMol25: C5H12N2O2 as an isolated structure at a distorted geometry (the ωB97M-V functional and the def2-TZVPD basis).

```
21
C5H12N2O2 (the ωB97M-V functional and the def2-TZVPD basis)
C -0.911 0.081 -0.072
C -1.355 1.448 0.385
C -1.371 -0.308 -1.452
C 1.805 -0.423 -1.028
N -0.797 -0.871 0.896
N 0.998 0.281 -0.036
C 0.807 -0.596 1.355
O 0.792 0.403 2.335
O 1.444 -1.629 1.517
H 0.961 -0.054 3.169
H -0.778 -1.812 0.516
H 1.370 1.210 0.150
H -2.436 1.408 0.548
H -1.142 2.206 -0.367
H -0.885 1.719 1.327
H -0.920 -1.245 -1.779
H -1.144 0.476 -2.176
H -2.456 -0.442 -1.433
H 2.849 -0.493 -0.719
H 1.737 0.081 -1.996
H 1.432 -1.440 -1.137
```

Summary:
**HOMO-LUMO gap**: 9.56 eV
**Energy above the lowest of the compared OMol25 structures with the same formula, charge and spin**: 254.9 kJ/mol
**Net charge**: 0

No. 6
Entry from OMol25: C6H19HfO9P2 as an isolated structure at a distorted geometry (the ωB97M-V functional and the def2-TZVPD basis).

```
37
C6H19HfO9P2 (the ωB97M-V functional and the def2-TZVPD basis)
Hf -1.310 1.713 -0.178
O -1.034 -0.075 0.915
H -1.522 -0.916 0.991
C 0.186 -2.491 -1.008
O -1.129 -2.533 -1.492
P -1.729 -1.347 -2.351
O -1.581 0.030 -1.739
O -1.086 -1.471 -3.762
C -0.923 -2.708 -4.496
O -3.247 -1.780 -2.453
C -4.089 -1.253 -3.491
H 0.711 -3.445 -1.093
H 0.290 -2.128 0.014
H 0.880 -1.896 -1.622
H -1.796 -2.839 -5.132
H -0.693 -3.510 -3.796
H -0.086 -2.791 -5.193
H -3.554 -1.145 -4.434
H -4.522 -0.311 -3.153
H -4.912 -1.942 -3.666
C 2.328 4.687 2.482
O 1.371 3.853 3.143
P 1.253 2.334 2.657
O 0.294 2.170 1.496
O 2.779 1.972 2.334
C 3.133 0.638 1.969
O 0.786 1.636 3.988
C 0.470 0.220 4.095
H 2.748 4.382 1.528
H 3.061 5.133 3.160
H 1.843 5.655 2.297
H 3.644 0.023 2.713
H 3.775 0.649 1.091
H 2.297 -0.030 1.731
H 0.986 -0.182 4.967
H 0.970 -0.313 3.287
H -0.590 0.014 4.200
```

Summary:
**HOMO-LUMO gap**: 4.25 eV
**Net charge**: +3

No. 7
Entry from OMol25: a 11-piece molecular cluster, C21H66N20O13 overall at a distorted geometry (the ωB97M-V functional and the def2-TZVPD basis).

```
120
C21H66N20O13 (the ωB97M-V functional and the def2-TZVPD basis)
C 3.883 2.845 2.158
O 4.540 3.043 0.903
C 3.958 2.371 -0.257
C 3.677 3.389 -1.371
N 2.525 4.299 -1.090
C 1.935 4.799 -2.312
C 1.029 3.783 -2.998
O 0.512 4.444 -4.113
C -0.608 3.796 -4.718
H 3.093 3.546 2.314
H 4.606 3.046 2.941
H 3.561 1.822 2.229
H 3.040 1.844 0.007
H 4.643 1.616 -0.707
H 3.459 2.930 -2.327
H 4.561 4.008 -1.666
H 2.743 5.063 -0.494
H 2.688 5.232 -3.080
H 1.292 5.607 -2.059
H 0.227 3.457 -2.282
H 1.599 2.931 -3.383
H -0.616 4.131 -5.808
H -1.510 4.130 -4.221
H -0.527 2.672 -4.774
C 3.002 0.509 5.834
O 2.192 -0.271 5.020
C 1.148 0.270 4.274
C -0.039 0.674 5.097
N -0.636 -0.516 5.689
C -1.820 -0.329 6.487
C -1.669 0.534 7.705
O -2.910 0.649 8.326
C -3.750 1.662 7.806
H 2.419 1.008 6.638
H 3.612 1.322 5.366
H 3.613 -0.252 6.318
H 0.826 -0.494 3.551
H 1.340 1.226 3.782
H -0.676 1.065 4.317
H 0.196 1.506 5.779
H 0.027 -1.100 6.224
H -2.303 -1.276 6.722
H -2.578 0.234 5.875
H -1.472 1.612 7.462
H -0.924 0.250 8.451
H -4.223 1.364 6.914
H -3.289 2.674 7.694
H -4.505 1.852 8.556
N 2.056 0.712 -6.370
C 1.219 0.737 -7.446
N 1.441 1.756 -8.298
O 0.334 -0.070 -7.615
H 2.671 1.550 -6.314
H 2.053 -0.033 -5.675
H 0.710 2.044 -8.855
H 2.095 2.468 -7.976
N -1.523 -2.353 3.624
C -2.316 -2.032 2.519
N -2.578 -3.033 1.669
O -2.728 -0.864 2.249
H -0.975 -3.198 3.657
H -1.141 -1.613 4.259
H -2.236 -3.923 1.780
H -3.044 -2.879 0.788
N 1.149 -6.344 2.969
C 0.742 -5.154 2.339
N 1.669 -4.339 1.853
O -0.460 -4.956 2.329
H 0.406 -7.022 2.935
H 2.095 -6.736 2.833
H 2.594 -4.582 2.147
H 1.389 -3.468 1.467
N -2.246 -1.224 -5.525
C -2.148 -0.770 -4.231
N -0.984 -0.049 -4.003
O -3.038 -0.752 -3.367
H -1.582 -0.923 -6.204
H -3.069 -1.684 -5.840
H -0.998 0.320 -3.061
H -0.073 -0.510 -4.136
N 0.049 3.079 0.479
C -0.030 1.922 1.315
N -1.173 1.869 1.948
O 0.913 1.111 1.395
H -0.583 3.775 0.809
H 1.029 3.430 0.298
H -1.987 2.138 1.399
H -1.347 0.941 2.305
N 1.210 -2.671 -6.204
C 1.329 -2.531 -4.826
N 1.081 -3.592 -4.051
O 1.564 -1.377 -4.331
H 1.030 -1.868 -6.759
H 0.911 -3.489 -6.586
H 0.943 -3.408 -3.038
H 0.713 -4.381 -4.588
N -2.750 2.074 -2.306
C -2.910 1.727 -1.021
N -2.719 0.412 -0.682
O -3.109 2.597 -0.159
H -2.697 1.386 -3.088
H -2.778 3.053 -2.457
H -2.736 -0.354 -1.377
H -2.952 0.265 0.286
N 1.051 -0.586 -1.175
C 0.327 -1.608 -0.718
N 0.069 -1.598 0.600
O -0.060 -2.540 -1.433
H 1.358 -0.632 -2.090
H 1.368 0.129 -0.540
H -0.723 -2.210 0.869
H 0.133 -0.678 1.105
N -1.660 -5.357 -1.262
C -2.903 -4.860 -1.631
N -2.998 -3.475 -1.688
O -3.820 -5.584 -1.923
H -0.942 -4.738 -0.958
H -1.613 -6.338 -1.142
H -2.132 -2.956 -1.951
H -3.831 -3.133 -2.104
```

Summary:
**HOMO-LUMO gap**: 9.17 eV
**Structure (SMILES)**: COCCNCCOC.COCCNCCOC.NC(N)=O.NC(N)=O.NC(N)=O.NC(N)=O.NC(N)=O.NC(N)=O.NC(N)=O.NC(N)=O.NC(N)=O
**Energy above the lowest of the compared OMol25 structures with the same formula, charge and spin**: 0.0 kJ/mol
**Net charge**: 0

No. 8
Entry from OMol25: the molecule C5H4N2 at a distorted geometry (the ωB97M-V functional and the def2-TZVPD basis).

```
11
C5H4N2 (the ωB97M-V functional and the def2-TZVPD basis)
C 2.808 0.164 -0.938
C 1.699 0.141 -0.475
C 0.364 0.143 0.021
C -0.449 -0.958 0.429
C -1.682 -0.419 0.634
N -1.574 0.949 0.420
N -0.302 1.268 0.036
H 3.797 0.192 -1.331
H -0.121 -1.981 0.543
H -2.593 -0.889 0.993
H -2.024 1.436 -0.345
```

Summary:
**HOMO-LUMO gap**: 10.36 eV
**Structure (SMILES)**: C#Cc1cc[nH]n1
**Energy above the lowest of the compared OMol25 structures with the same formula, charge and spin**: 245.9 kJ/mol
**Net charge**: 0

> Look up the net charge of the fourth one.

0

> Among the records above, which one has the highest net charge?

C6H19HfO9P2

Copy entry 6 word for word.
Entry from OMol25: C6H19HfO9P2 as an isolated structure at a distorted geometry (the ωB97M-V functional and the def2-TZVPD basis).

```
37
C6H19HfO9P2 (the ωB97M-V functional and the def2-TZVPD basis)
Hf -1.310 1.713 -0.178
O -1.034 -0.075 0.915
H -1.522 -0.916 0.991
C 0.186 -2.491 -1.008
O -1.129 -2.533 -1.492
P -1.729 -1.347 -2.351
O -1.581 0.030 -1.739
O -1.086 -1.471 -3.762
C -0.923 -2.708 -4.496
O -3.247 -1.780 -2.453
C -4.089 -1.253 -3.491
H 0.711 -3.445 -1.093
H 0.290 -2.128 0.014
H 0.880 -1.896 -1.622
H -1.796 -2.839 -5.132
H -0.693 -3.510 -3.796
H -0.086 -2.791 -5.193
H -3.554 -1.145 -4.434
H -4.522 -0.311 -3.153
H -4.912 -1.942 -3.666
C 2.328 4.687 2.482
O 1.371 3.853 3.143
P 1.253 2.334 2.657
O 0.294 2.170 1.496
O 2.779 1.972 2.334
C 3.133 0.638 1.969
O 0.786 1.636 3.988
C 0.470 0.220 4.095
H 2.748 4.382 1.528
H 3.061 5.133 3.160
H 1.843 5.655 2.297
H 3.644 0.023 2.713
H 3.775 0.649 1.091
H 2.297 -0.030 1.731
H 0.986 -0.182 4.967
H 0.970 -0.313 3.287
H -0.590 0.014 4.200
```

Summary:
**HOMO-LUMO gap**: 4.25 eV
**Net charge**: +3